12 unconnected molecules or ions with the total composition H24O12, computed with the ωB97M-V functional and the def2-TZVPD basis.

The geometry in XYZ format:
```
36
Properties=species:S:1:pos:R:3:forces:R:3
H 0.567880 0.591527 0.069730 0.01 0.18 -0.01
H -0.566678 0.437101 1.069216 0.00 0.14 -0.10
H 1.214739 4.560287 -1.950866 -0.05 -0.05 0.06
H 2.181303 3.396278 -2.095360 -0.03 0.05 0.15
H 4.229645 -1.398994 1.322330 -0.10 -0.26 0.06
H 4.300534 -0.908825 2.759254 0.05 -0.07 0.03
H 1.054444 0.992138 3.471487 0.08 0.08 0.04
H 0.965607 2.326643 4.193461 0.03 0.06 -0.08
H -3.497157 1.207331 3.429013 -0.12 0.10 -0.02
H -4.994060 0.988877 3.282040 0.01 0.10 -0.08
H -1.028355 2.438897 -3.670466 -0.08 0.10 0.02
H -1.605569 2.627800 -2.277203 0.03 0.08 0.02
H -3.297303 1.274928 -0.197641 -0.07 0.01 0.04
H -3.810019 -0.084926 -0.642571 -0.15 -0.06 0.04
H 1.487835 -2.296091 -1.524783 0.16 0.00 0.27
H 2.826341 -1.764558 -2.010492 0.03 -0.10 -0.04
H -0.763432 -1.873872 -3.175729 -0.14 -0.03 -0.03
H -0.792791 -2.607494 -1.844948 -0.11 0.00 0.00
H -4.323896 -3.103017 -1.059384 -0.02 0.01 0.03
H -3.329926 -2.653154 -0.001230 -0.10 -0.02 -0.01
H 4.531617 1.496785 -1.296874 0.01 0.07 0.09
H 4.325481 0.609624 -0.080118 0.02 0.13 -0.01
H 0.296263 -3.090641 1.386377 0.08 -0.06 0.06
H 0.851366 -4.036470 0.334088 0.19 -0.06 0.07
O -0.393816 0.593427 0.133978 -0.05 -0.25 0.03
O 1.858768 4.041360 -1.455962 0.01 -0.02 -0.20
O 4.463864 -1.685463 2.212312 -0.01 0.28 -0.06
O 1.241582 1.930929 3.359052 -0.11 -0.21 0.07
O -4.343992 1.657150 3.526603 0.10 -0.18 0.07
O -1.429243 3.102194 -3.097477 0.12 -0.16 -0.02
O -4.092519 0.730525 -0.213358 0.23 -0.02 -0.01
O 2.435701 -2.463151 -1.473503 0.06 0.24 -0.32
O -1.328181 -2.428991 -2.626283 0.17 0.03 0.11
O -4.272940 -2.784470 -0.151133 0.19 0.06 -0.08
O 3.980616 1.399211 -0.512102 -0.01 -0.24 -0.14
O 1.056276 -3.222908 0.808556 -0.46 0.05 -0.05
```
Positions in Å, forces in eV/Å.

Calculated values
Energy above the lowest of the compared OMol25 structures with the same formula, charge and spin = 71.6 kcal per mole
2S+1 = 1
SMILES = O.O.O.O.O.O.O.O.O.O.O.O
DFT total energy = -24958.5875 eV

2 unconnected molecules or ions with the total composition C2H7OPS2 at a distorted geometry, computed with the ωB97M-V functional and the def2-TZVPD basis.

The geometry in XYZ format:
```
13
Properties=species:S:1:pos:R:3:forces:R:3
C 2.123411 1.274323 -0.212900 2.38 3.55 -1.48
C 1.935646 0.088456 0.221952 -1.19 -2.78 0.16
O -0.622356 -0.150775 -1.162156 1.06 -0.19 -0.47
P -1.158283 -0.497051 0.310214 -0.61 -0.37 -0.29
S -2.208591 -2.312258 -0.080730 -0.40 0.18 -1.13
S -2.785002 0.848380 0.353639 -0.43 -0.08 -0.89
H 2.596166 1.368492 -1.171181 -0.23 0.04 -0.87
H -1.906811 -2.950240 1.013443 0.44 -0.37 0.96
H 2.195648 2.281045 0.270272 -0.71 -1.36 0.35
H 1.513493 -0.101591 1.138382 -0.58 -0.04 2.56
H 1.867081 -0.857858 -0.327056 0.77 0.69 -0.58
H -1.188836 0.018556 -1.912654 -0.49 -0.04 -0.06
H -2.361561 0.990523 1.558770 -0.03 0.78 1.74
```
Positions in Å, forces in eV/Å.

Calculated values
Energy above the lowest of the compared OMol25 structures with the same formula, charge and spin = 47.3 kcal per mole
2S+1 = 1
SMILES = OP(S)S.C=C
DFT total energy = -35193.4753 eV

A gas-phase ion, C4H8O6P (charge -1) at a distorted geometry, computed with the ωB97M-V functional and the def2-TZVPD basis.

The geometry in XYZ format:
```
19
Properties=species:S:1:pos:R:3:forces:R:3
C 2.570721 0.087099 0.359363 1.55 -0.24 0.34
C -0.215482 -2.147483 0.347414 2.36 2.74 0.63
C -2.637028 0.749012 -0.605503 -0.59 2.60 1.22
C 1.181228 0.703051 0.711427 1.14 1.70 -3.92
O 3.551900 0.805140 0.112615 -0.78 1.55 -0.17
O 2.624387 -1.146159 0.427011 -0.95 -1.15 0.19
O 0.108153 0.839638 -1.922972 0.63 2.01 -3.29
O 1.149985 2.132642 0.768839 0.54 -0.36 -0.50
O -0.137154 -1.395881 -0.848013 0.68 2.59 -0.83
O -1.400799 0.604273 0.137380 -0.47 -0.21 -0.63
P 0.011068 0.263405 -0.633600 -1.89 -3.88 3.06
H -0.453336 -3.093545 0.053363 -0.82 -2.74 -0.47
H -1.014418 -1.624158 0.847389 -0.22 -0.59 1.40
H 0.852908 -2.093666 0.779456 -1.80 -0.24 0.08
H -3.419842 0.013851 -0.316809 0.80 0.27 0.06
H -2.509579 0.735964 -1.687076 0.29 -0.08 0.07
H -3.046038 1.847815 -0.308312 0.77 -2.54 -0.76
H 0.894393 0.351578 1.605215 -1.21 -1.52 3.16
H 1.888935 2.367422 0.172811 -0.04 0.09 0.37
```
Positions in Å, forces in eV/Å.

Calculated values
Charge = -1
2S+1 = 1
SMILES = COP(=O)(OC)[C@H](O)C(=O)[O-]
DFT total energy = -25854.2669 eV

| no. | E_HOMO (hartree) | lowest unoccupied orbital energy (eV) |
| --- | --- | --- |
| 1 | -0.41503 | -0.6 |
| 2 | -0.33922 | 0.6 |
| 3 | -0.18011 | 3.4 |